The ion C19H29N2O3 with charge +1, computed with wB97M-V/def2-TZVPD.

Positions of all 53 atoms, in Å:
C -6.224185 -0.564259 0.105853
O -5.482519 0.608209 0.349381
C -4.166304 0.642580 -0.009972
C -3.441718 -0.411260 -0.537198
C -2.100104 -0.243012 -0.876764
C -1.312483 -1.391604 -1.449004
N -0.171506 -1.728871 -0.567848
C 0.770742 -2.687304 -1.177517
C 1.792787 -3.175547 -0.140454
C 1.953187 -2.181930 1.021282
C 2.478036 -0.834921 0.512616
O 1.734009 -0.072592 -0.114963
N 3.745829 -0.564317 0.784206
C 4.458872 0.651402 0.406349
C 3.849521 1.937625 0.971822
C 4.499397 3.046352 0.134475
C 4.985426 2.373717 -1.166132
C 4.486608 0.929100 -1.098076
C 0.596976 -1.996252 1.733253
C -0.574652 -2.196261 0.768322
C -1.486764 0.985048 -0.677026
C -2.198739 2.039272 -0.133331
C -3.533883 1.885874 0.204173
O -4.215653 2.918569 0.729860
H -5.842099 -1.406526 0.690458
H -6.224275 -0.821065 -0.957197
H -7.240526 -0.339419 0.422830
H -3.914467 -1.366645 -0.704323
H -1.944373 -2.275625 -1.568536
H -0.903913 -1.119317 -2.425805
H 0.429179 -0.837299 -0.403609
H 1.273756 -2.181934 -2.004339
H 0.210968 -3.534315 -1.582403
H 2.752895 -3.339395 -0.629766
H 1.475868 -4.130378 0.281144
H 2.675060 -2.595490 1.728854
H 4.273831 -1.239344 1.315626
H 5.481260 0.535720 0.773739
H 4.038566 2.052063 2.037642
H 2.772577 1.920676 0.808635
H 5.340096 3.484603 0.670056
H 3.787663 3.843558 -0.069178
H 6.073871 2.388165 -1.213055
H 4.609177 2.881135 -2.051638
H 5.127843 0.236598 -1.641015
H 3.473948 0.859697 -1.493325
H 0.510430 -2.708198 2.553069
H 0.551474 -0.993834 2.161986
H -1.438438 -1.616437 1.097051
H -0.865392 -3.247537 0.700826
H -0.452878 1.133577 -0.948018
H -1.737726 2.999222 0.028351
H -5.134192 2.651740 0.879243

Forces on the atoms, in the same order (eV/Å):
-0.2334 -0.2812 -0.0404
0.5343 0.4379 0.0025
-0.0604 0.1927 0.0942
-0.0872 0.0303 0.0015
0.0971 0.0197 -0.0467
-0.4963 0.3208 -0.2666
0.1178 0.4520 -0.0398
0.4532 -0.4251 -0.2575
0.0642 0.1046 0.0451
0.0736 0.0394 0.0157
0.1018 -0.6697 0.4195
-0.0910 0.4130 -0.2090
0.3883 -0.0972 0.1851
-0.2513 0.3952 -0.3098
0.1001 0.0001 0.1260
-0.0144 0.0885 0.0810
0.0141 -0.0327 -0.1157
0.1820 -0.0311 -0.0052
0.0867 0.0691 -0.0331
-0.1742 -0.0537 0.7083
-0.1456 -0.1944 -0.0403
-0.2945 0.0736 0.1248
-0.0305 -0.3997 -0.1049
-0.0865 0.0976 0.0394
0.0039 0.0392 -0.0255
0.0153 0.0167 0.0359
0.0620 -0.0819 -0.0403
-0.0955 -0.1080 0.0022
0.1400 -0.0061 0.0124
0.0794 -0.1429 0.0692
-0.2628 -0.4623 -0.1194
-0.1437 0.0407 0.0588
-0.0573 0.1440 0.0101
-0.0440 -0.0698 -0.0307
0.0193 -0.0057 -0.0176
-0.0413 0.0378 -0.0540
-0.2014 -0.0207 -0.0366
-0.0467 -0.0385 -0.0029
-0.0458 -0.0162 0.0644
0.0021 -0.0362 0.0383
-0.0209 0.0766 0.0014
0.0335 0.0623 0.0455
0.0201 0.0349 -0.0570
0.0800 0.0131 -0.0479
-0.0103 -0.0682 -0.0445
0.0011 -0.0511 0.0073
-0.0188 0.0029 -0.0129
-0.0567 -0.0451 0.0389
0.0623 -0.0907 -0.1088
-0.0125 0.0572 -0.1163
0.1673 0.0426 -0.0488
0.0616 0.1523 0.0223
0.0621 -0.0268 -0.0178

Calculated values
* frontier orbital gap: 8.8 eV
* structure (SMILES): COc1cc(C[N@H+]2CC[C@H](C(=O)NC3CCCC3)CC2)ccc1O
* relative energy (zero: lowest compared OMol25 entry of this formula, charge and spin): 0.0 kJ/mol
* LUMO: -2.12 eV
* net charge: +1
* E_HOMO: -10.910 eV
* E: -1076.4469 Eh

***

A structure of composition C19H29N3NbOTl in a non-equilibrium geometry, computed with wB97M-V/def2-TZVPD.

Positions of all 54 atoms, in Å:
N 2.140954 -0.385201 -0.267497
C 3.073758 -0.521869 0.522536
O 4.000712 -0.652819 1.237800
Tl 0.882670 0.732498 -3.793851
Nb 0.199895 -0.219594 -0.758443
N -0.788906 -1.563065 -1.880268
N -0.030266 1.571846 -1.626788
C -0.444601 -2.912956 -1.408025
C 0.575080 2.923472 -1.560462
C 0.736647 -3.424389 -2.229603
C -1.624639 -3.863278 -1.600949
C -0.086249 -2.872495 0.070385
C 0.101213 3.707447 -2.778568
C 0.123430 3.615982 -0.274838
C 2.086878 2.774623 -1.550771
H 0.489476 -3.439901 -3.300156
H 0.976380 -4.446727 -1.906680
H 1.627998 -2.796875 -2.087698
H -2.522199 -3.476745 -1.106628
H -1.374519 -4.828848 -1.145565
H -1.846198 -4.046467 -2.657853
H 0.663620 -2.072425 0.319486
H 0.388836 -3.827093 0.331559
H -0.988912 -2.741964 0.684437
H 0.429950 3.262322 -3.730775
H 0.521171 4.721360 -2.735474
H -0.992667 3.781964 -2.801629
H -0.939271 3.879639 -0.317990
H 0.694144 4.546094 -0.162259
H 0.308729 2.984990 0.604154
H 2.430949 2.120772 -0.739032
H 2.520484 3.774719 -1.398190
H 2.496434 2.390701 -2.498985
C -1.520310 1.518880 -1.580146
H -1.849203 0.585298 -1.051527
H -1.912688 2.360400 -0.990257
H -1.964109 1.529153 -2.592641
C -1.468531 -1.504068 -3.187522
H -2.473023 -1.949089 -3.106581
H -1.606396 -0.465593 -3.524975
H -0.905487 -2.048502 -3.965925
C -0.497797 0.202366 1.104306
C -0.350813 0.166807 2.345736
C -0.236748 0.138295 3.741107
C -1.271456 0.656482 4.553740
C -1.166076 0.611256 5.944861
C -0.032713 0.037618 6.543290
C 0.998140 -0.479576 5.747032
C 0.907609 -0.422266 4.360873
H -2.151377 1.088745 4.077191
H -1.966653 1.020171 6.557175
H 0.043586 -0.002576 7.631011
H 1.878703 -0.928977 6.212836
H 1.714342 -0.810550 3.729023

Forces on the atoms, in the same order (eV/Å):
-0.4817 -0.1155 -0.0492
1.6194 -0.2791 0.7283
-2.3429 0.3512 -1.6009
0.5608 -0.3060 -1.4081
0.0240 1.0934 0.8973
0.9275 1.5556 0.4833
-0.6198 -1.5864 1.2754
0.0332 -0.9189 -0.6933
0.0822 0.1926 0.0554
0.2462 -0.2967 -0.0702
-0.2181 -0.1998 0.1646
-0.0784 0.1837 0.1798
-0.0319 0.4071 -0.0055
0.0117 0.1732 0.1101
0.3557 0.2646 0.1394
0.1519 -0.1407 0.3055
0.0493 0.2570 -0.2695
-0.0976 -0.1227 0.0329
0.0763 -0.0789 -0.0709
-0.0859 0.1752 -0.0954
0.0749 0.0137 0.2263
-0.2612 -0.9255 0.2270
0.0129 0.3856 0.0858
0.3844 0.0879 -0.0899
0.0117 0.1936 0.0947
-0.1763 -0.2427 -0.1390
0.2349 0.1001 -0.0282
0.2742 0.0618 0.1510
-0.1968 -0.1814 0.0038
-0.0479 0.1391 -0.1998
-0.1126 0.2483 -0.1895
0.0131 -0.4088 -0.1315
-0.0138 0.1067 0.1401
0.0634 0.2278 -0.2924
-0.2633 0.3798 -0.3544
0.0827 -0.5211 -0.1520
0.0652 -0.0850 0.5001
-0.3242 0.0296 0.2538
0.3425 0.2025 -0.1210
-0.0046 -0.2569 0.1762
-0.1954 0.1741 0.3322
0.2492 -0.4367 1.1005
-0.4287 0.0931 -1.9611
0.1708 -0.0319 1.2344
-0.0212 -0.0301 0.1428
0.3242 -0.1566 -0.3614
-0.1766 0.0918 -0.3567
-0.0399 0.0344 -0.0804
0.0090 -0.0015 -0.1912
0.2098 -0.1029 0.1764
0.1867 -0.1065 -0.1271
-0.0098 0.0017 -0.3423
-0.3251 0.1878 -0.1746
-0.2943 0.1192 0.3383

Calculated values
* frontier orbital gap: 6.1 eV
* relative energy (zero: lowest compared OMol25 entry of this formula, charge and spin): 2.3 kJ/mol
* LUMO: -8.01 eV
* net charge: +2
* E_HOMO: -14.147 eV
* E: -1209.7503 Eh

***

A structure of composition C19H30AuBN6OS, computed with wB97M-V/def2-TZVPD.

Positions of all 59 atoms, in Å:
Au 0.414923 0.170668 1.066974
C -1.340070 3.264896 0.988813
C -1.107841 2.630850 -0.341589
C -1.430255 3.094420 -1.622025
C -1.001761 2.103722 -2.487792
C -1.087046 2.072456 -3.977551
N -0.464711 1.113923 -1.749511
N -0.528088 1.442475 -0.438437
B 0.203584 -0.199689 -2.249695
N 1.704957 -0.219065 -1.883795
N 2.128683 -0.093762 -0.603961
C 3.449099 -0.159080 -0.612542
C 4.224535 -0.045174 0.657465
C 3.906127 -0.330663 -1.930776
C 2.765759 -0.364010 -2.707322
C 2.650359 -0.533406 -4.186231
N -0.527195 -1.434369 -1.682203
N -0.601302 -1.668595 -0.350120
C -1.236790 -2.818052 -0.192066
C -1.494343 -3.369742 1.170557
C -1.585271 -3.351922 -1.444621
C -1.114437 -2.440555 -2.366680
C -1.203231 -2.491103 -3.856501
H -1.397896 4.348814 0.897793
H -0.526871 3.008682 1.669720
H -2.277811 2.919096 1.432126
H -1.908028 4.021984 -1.890389
H -1.579493 2.977306 -4.329536
H -1.657264 1.211310 -4.326823
H -0.097895 2.019184 -4.433222
H 0.108648 -0.221549 -3.441669
H 3.538569 0.075531 1.496449
H 4.897105 0.813785 0.633052
H 4.830002 -0.936087 0.831830
H 4.923505 -0.419483 -2.275053
H 3.645395 -0.634726 -4.616297
H 2.160137 0.321538 -4.653635
H 2.074805 -1.423358 -4.444191
H -1.005534 -2.743758 1.917053
H -1.104067 -4.383949 1.267495
H -2.563058 -3.404288 1.391918
H -2.106035 -4.271682 -1.655970
H -1.730425 -3.395345 -4.156338
H -0.215531 -2.502220 -4.318936
H -1.742569 -1.631556 -4.256590
O 0.844143 -0.123934 3.234640
S -0.323825 -0.756533 3.978743
C -0.062926 -0.160060 5.688048
C -1.081622 0.944723 5.980666
C -1.464340 1.549283 4.632076
C -1.738713 0.343583 3.748503
H 0.956428 0.223679 5.630361
H -0.088267 -0.993820 6.386492
H -0.665235 1.677992 6.671140
H -1.970822 0.519467 6.451275
H -0.637985 2.127643 4.213888
H -2.334254 2.202534 4.700206
H -1.799633 0.533308 2.675170
H -2.624327 -0.211310 4.069597

Forces on the atoms, in the same order (eV/Å):
-0.0124 0.0862 0.0701
-0.0239 0.0034 -0.0023
-0.0143 -0.0015 -0.0094
-0.0100 -0.0061 -0.0205
-0.0507 0.0137 0.0348
0.0063 -0.0198 0.0014
0.0780 -0.0075 -0.0419
-0.0351 0.0325 -0.0351
0.0066 -0.0107 0.0158
-0.0192 0.0415 -0.0436
0.0302 -0.0557 -0.0158
-0.0037 0.0212 -0.0214
-0.0002 -0.0136 -0.0035
0.0075 -0.0045 0.0076
0.0299 -0.0077 0.0251
-0.0220 0.0007 0.0005
0.0183 0.0082 -0.0321
-0.0048 -0.0539 -0.0053
-0.0034 0.0198 -0.0139
0.0107 0.0008 0.0018
-0.0192 -0.0154 -0.0102
-0.0161 -0.0023 0.0243
0.0122 0.0165 0.0011
0.0190 0.0029 -0.0010
-0.0032 0.0036 0.0003
0.0070 -0.0051 -0.0116
0.0069 0.0007 0.0197
-0.0003 0.0042 0.0030
0.0033 0.0031 -0.0036
-0.0013 -0.0018 -0.0008
-0.0003 0.0018 0.0129
0.0007 -0.0021 -0.0018
-0.0006 0.0002 0.0025
-0.0005 0.0013 -0.0013
-0.0027 0.0015 0.0102
0.0031 0.0015 0.0011
-0.0011 -0.0019 0.0025
0.0020 0.0030 -0.0023
-0.0001 -0.0120 -0.0043
-0.0005 0.0002 0.0012
-0.0024 0.0035 -0.0018
0.0034 0.0025 0.0176
-0.0017 -0.0027 0.0047
-0.0024 0.0002 -0.0009
0.0023 -0.0022 0.0001
-0.0741 -0.0541 0.0028
0.0501 -0.0143 0.0982
0.0455 0.0352 -0.0501
0.0195 0.0285 0.0027
-0.0502 -0.0145 0.0188
0.0156 0.0117 -0.0905
0.0022 -0.0119 0.0393
-0.0391 -0.0293 -0.0294
0.0016 0.0120 -0.0161
0.0116 -0.0095 0.0094
0.0048 -0.0085 0.0022
0.0016 -0.0017 0.0031
0.0057 0.0209 0.0151
0.0103 -0.0123 0.0205

Calculated values
* frontier orbital gap: 8.0 eV
* relative energy (zero: lowest compared OMol25 entry of this formula, charge and spin): 0.0 kJ/mol
* LUMO: 0.35 eV
* E_HOMO: -7.680 eV
* E: -1704.5694 Eh

***

A structure of composition C19H30BCl5CoNO5Si, computed with wB97M-V/def2-TZVPD.

Positions of all 63 atoms, in Å:
Co -1.305259 -1.265227 -0.915792
Cl -6.971123 -5.457541 -1.129259
C -5.670457 -4.492050 -0.665485
C -5.104427 -3.593203 -1.621413
Cl -5.765489 -3.490853 -3.190099
C -4.043626 -2.821262 -1.260852
Cl -3.352288 -1.690560 -2.348167
C -3.473244 -2.900345 0.078857
O -2.485470 -2.233511 0.417722
C -4.106255 -3.800668 1.034722
Cl -3.447035 -3.848843 2.587183
C -5.170307 -4.579821 0.655555
Cl -5.893667 -5.655514 1.766045
C 3.118022 2.071869 -2.747150
C 2.730237 1.186809 -1.574136
C 2.391757 -0.223035 -2.039293
C 3.839302 1.161257 -0.531435
O 1.564445 1.795273 -1.000882
Si 0.422299 1.229375 0.010938
O -0.730535 0.436314 -0.799394
O -0.234695 2.497775 0.806135
C -0.137991 3.914702 0.640719
C 1.276599 4.366728 0.978438
C -0.506682 4.291425 -0.788836
C -1.137044 4.507340 1.623060
O 1.150925 0.221528 1.081217
C 0.790954 -0.294787 2.361659
C 1.826089 0.209931 3.356125
C 0.845522 -1.813036 2.249561
C -0.606214 0.158359 2.777099
H 4.015856 1.689655 -3.236520
H 3.314802 3.088443 -2.401889
H 2.308800 2.103920 -3.478180
H 3.252944 -0.690344 -2.520093
H 1.565031 -0.201515 -2.751195
H 2.101742 -0.849852 -1.192945
H 4.748823 0.741351 -0.965267
H 3.547228 0.556180 0.327499
H 4.055294 2.174698 -0.186331
H 1.995424 3.917307 0.292638
H 1.529634 4.068943 1.998011
H 1.354779 5.453632 0.905775
H 0.206633 3.865238 -1.495605
H -0.507541 5.376954 -0.906714
H -1.502945 3.914369 -1.027511
H -0.883680 4.209228 2.641946
H -2.142614 4.148833 1.397607
H -1.132105 5.597663 1.566993
H 2.818959 -0.152982 3.085085
H 1.593039 -0.128854 4.367716
H 1.842925 1.301140 3.347080
H 1.798278 -2.119303 1.816886
H 0.046013 -2.189679 1.604506
H 0.735632 -2.279583 3.231064
H -0.635546 1.231657 2.964436
H -0.907190 -0.370593 3.683796
H -1.338866 -0.063651 1.997035
B 1.381278 -4.392361 -3.088903
C 0.478704 -3.392616 -2.279292
N -0.199287 -2.661317 -1.691366
H 2.381931 -4.586981 -2.429003
H 0.726536 -5.405698 -3.246929
H 1.635147 -3.842311 -4.143173

Forces on the atoms, in the same order (eV/Å):
0.5454 0.0961 -0.0616
-0.1210 -0.0942 -0.0308
0.1076 0.0965 -0.0067
-0.1005 -0.1562 0.1659
-0.0119 -0.0073 -0.0102
0.1057 -0.0163 0.3122
-0.0871 0.0229 -0.0621
-0.2485 -0.1497 -0.1470
0.1018 0.0833 0.1215
0.0730 0.1374 -0.2447
0.0351 -0.0028 0.0781
-0.0671 0.0266 -0.1901
-0.0099 -0.0201 0.0231
0.0383 -0.0049 -0.0690
-0.1321 -0.1153 0.0398
0.0331 -0.0591 -0.0233
0.0619 0.0151 0.0377
0.0650 0.1636 0.0925
-0.0348 0.0014 0.0036
-0.2382 0.1520 0.0803
0.0259 -0.1439 -0.0268
0.0205 -0.0760 -0.0650
0.0526 0.0552 0.0111
-0.0108 0.0309 -0.0480
-0.0237 0.0510 0.0229
0.0403 0.0774 -0.0573
-0.1259 0.0066 -0.0818
0.0487 0.0214 0.0297
-0.0084 -0.0729 0.0126
-0.0283 -0.0133 0.0820
-0.0142 0.0048 0.0057
-0.0065 -0.0116 0.0010
0.0044 -0.0010 0.0093
-0.0144 0.0091 -0.0124
0.0172 0.0044 -0.0068
0.0203 0.0301 -0.0134
0.0104 0.0057 0.0171
-0.0156 0.0126 -0.0454
-0.0028 -0.0103 -0.0080
-0.0385 0.0062 0.0142
0.0028 0.0004 -0.0073
0.0068 -0.0081 0.0089
-0.0095 0.0012 0.0332
-0.0042 -0.0057 -0.0041
0.0059 0.0070 0.0048
-0.0016 0.0028 -0.0107
0.0145 0.0027 -0.0019
-0.0014 -0.0161 0.0066
-0.0139 0.0090 -0.0008
0.0079 -0.0059 -0.0119
-0.0081 -0.0146 0.0072
0.0083 -0.0016 0.0252
0.0085 0.0400 0.0026
-0.0039 -0.0019 -0.0177
0.0154 -0.0385 -0.0174
-0.0056 0.0222 0.0110
0.0146 -0.0376 -0.0081
0.0733 -0.0060 -0.0505
0.0373 -0.1306 -0.0382
-0.1014 -0.0441 0.0266
-0.1046 0.0161 -0.0259
0.0374 0.1011 0.0302
-0.0455 -0.0468 0.0883

Calculated values
* frontier orbital gap (alpha / beta): 8.3 / 4.9 eV
* LUMO (alpha / beta): -1.02 / -4.35 eV
* spin multiplicity: 5
* ⟨S²⟩: 6.0467
* E_HOMO (alpha / beta): -9.356 / -9.273 eV
* E: -5171.1924 Eh